# 1
{"formula": "C4H10N", "method": "ωB97M-V with the def2-TZVPD basis set", "smiles": "C=[NH+]CCC", "orbital_gap_ev": 9.81, "charge": 1, "relative_energy_kcal_mol": 65.5, "multiplicity": 1, "lumo_ev": -5.65, "e_tot_ev": -5791.016, "species": ["C", "N", "C", "C", "C", "H", "H", "H", "H", "H", "H", "H", "H", "H", "H"], "coordinates": [[-0.49280, -2.03762, 0.67616], [0.05697, -1.02191, 1.09289], [0.67775, -0.05609, 0.20347], [-0.13457, 0.65612, -0.79324], [-0.03549, 2.15190, -1.00590], [-0.93170, -2.14663, -0.28112], [-1.14930, -2.56653, 1.34553], [0.27142, -0.87193, 2.08214], [1.35367, 0.64952, 0.65032], [1.52909, -0.74226, -0.42379], [0.06557, 0.18758, -1.78840], [-1.21799, 0.48100, -0.44802], [-1.05788, 2.46002, -1.41475], [0.61764, 2.53364, -1.76987], [0.03135, 2.88309, -0.08521]], "forces_ev_per_angstrom": [[-4.651, -1.566, 0.619], [2.719, 2.767, 0.818], [5.261, -1.726, -2.420], [-2.919, -0.407, -1.157], [-2.189, 2.799, 1.226], [1.032, 0.031, -1.725], [0.847, -0.956, 0.917], [-0.439, -0.305, -0.067], [-0.108, 0.023, 1.357], [-2.229, 1.691, 1.730], [-0.812, 0.266, 0.741], [1.229, 0.019, -0.976], [1.245, -0.431, 0.417], [0.801, -0.342, -0.088], [0.213, -1.863, -1.392]], "mulliken_charge": [-0.21, 0.04, -0.68, -0.16, -1.25, 0.30, 0.32, 0.34, 0.51, 0.27, 0.24, 0.27, 0.32, 0.36, 0.31]}

---

# 2
{"formula": "C26H60BF4N3O16P2S2", "method": "ωB97M-V with the def2-TZVPD basis set", "orbital_gap_ev": 3.44, "charge": 0, "multiplicity": 1, "lumo_ev": -1.37, "e_tot_ev": -116962.183, "species": ["N", "H", "H", "H", "H", "N", "H", "H", "H", "H", "N", "H", "H", "H", "H", "C", "C", "C", "O", "C", "C", "C", "O", "O", "O", "H", "H", "B", "F", "F", "F", "F", "C", "C", "C", "S", "O", "O", "C", "H", "H", "H", "H", "H", "H", "H", "H", "C", "C", "C", "S", "O", "O", "C", "H", "H", "H", "H", "H", "H", "H", "H", "C", "C", "O", "P", "O", "O", "C", "C", "O", "C", "C", "H", "H", "H", "H", "H", "H", "H", "H", "H", "H", "H", "H", "H", "H", "H", "C", "C", "O", "P", "O", "O", "C", "C", "O", "C", "C", "H", "H", "H", "H", "H", "H", "H", "H", "H", "H", "H", "H", "H", "H", "H"], "coordinates": [[0.35346, -5.18482, 1.38765], [0.07832, -4.41883, 0.78961], [1.19444, -4.93099, 1.88608], [0.62876, -6.09391, 1.04434], [-0.37616, -5.34630, 2.06712], [2.48064, -1.02773, 1.90560], [3.29803, -0.47164, 1.69886], [1.67502, -0.70349, 1.38991], [2.27385, -0.98858, 2.89343], [2.61404, -1.97786, 1.59006], [-0.91868, -0.87170, 3.91768], [-0.98832, 0.13009, 4.02569], [-1.63001, -1.38439, 4.41893], [-0.01907, -1.18504, 4.25327], [-0.92416, -1.21119, 2.96646], [-1.78557, -4.05535, 4.72803], [-2.00836, -3.57954, 5.96272], [-1.95840, -4.56578, 7.17638], [-1.72039, -4.32431, 8.44164], [-2.00655, -5.90496, 7.04774], [-1.79986, -6.46963, 5.63093], [-1.63894, -5.56390, 4.39362], [-1.27805, -6.00108, 3.25686], [-1.68613, -7.70437, 5.42572], [-2.31074, -2.34179, 6.12796], [-1.92849, -3.43878, 3.85292], [-1.71312, -6.58226, 7.83614], [-0.45813, -1.06286, 0.65516], [-1.57172, -0.78321, -0.06281], [-0.72056, -2.25721, 1.43163], [0.51406, -1.37092, -0.20873], [-0.11473, 0.00561, 1.53105], [-4.66960, 1.41887, 0.21049], [-5.64095, 1.69763, 1.37282], [-4.78991, 1.48876, 2.57744], [-3.22763, 2.32517, 2.23165], [-2.14556, 1.62160, 2.99388], [-3.59955, 3.73303, 2.61422], [-3.37493, 2.13403, 0.41662], [-5.18374, 1.59632, -0.73411], [-4.59189, 0.33513, 0.12348], [-6.62212, 1.22313, 1.35646], [-5.92785, 2.74916, 1.36455], [-4.38469, 0.47691, 2.58500], [-5.28829, 1.87111, 3.46824], [-2.55551, 1.46910, 0.14363], [-3.28218, 3.08460, -0.10865], [1.76519, -3.54169, -3.97552], [0.71942, -3.43205, -2.99060], [1.36706, -4.02084, -1.67931], [3.23297, -3.81492, -1.76467], [3.81655, -5.13912, -1.63581], [3.61647, -2.75131, -0.86368], [3.21650, -3.01482, -3.46514], [1.32687, -2.89648, -4.73688], [1.80931, -4.53645, -4.41891], [-0.31120, -3.77548, -3.07989], [0.51632, -2.36293, -2.92876], [1.23734, -5.09906, -1.58595], [0.92675, -3.57030, -0.78979], [4.09373, -3.32069, -4.03525], [3.37839, -1.95023, -3.29623], [-0.20865, 3.03869, -2.84799], [-1.14528, 1.98355, -2.56369], [-1.54081, 1.16034, -3.61999], [-2.85410, 1.55003, -4.44494], [-3.53130, 2.73303, -3.93192], [-2.24813, 1.74137, -5.90483], [-1.68940, 2.99893, -6.29192], [-0.37256, 2.64492, -7.00251], [-3.73477, 0.14606, -4.56084], [-3.15764, -1.11746, -4.82628], [-2.60761, -1.67918, -3.50499], [-0.57594, 3.97787, -3.26168], [0.29887, 3.47874, -1.98958], [0.46068, 2.59562, -3.58540], [-0.58542, 1.26930, -1.95996], [-1.94520, 2.23483, -1.86720], [-2.25252, 3.76948, -6.81846], [-1.66501, 3.64359, -5.41333], [-0.49901, 1.90601, -7.79378], [0.04918, 3.60602, -7.29668], [0.35651, 2.23668, -6.30258], [-3.87057, -1.84007, -5.22337], [-2.35529, -1.08242, -5.56324], [-3.19038, -1.50592, -2.60031], [-2.34982, -2.73820, -3.49367], [-1.76825, -0.98956, -3.41553], [2.64737, 4.67154, 4.14004], [1.60253, 4.20371, 3.11294], [2.27270, 4.20320, 1.81319], [3.07407, 2.93229, 1.10340], [3.11479, 1.60344, 1.81706], [4.58097, 3.53518, 0.83067], [4.88691, 4.87283, 0.48026], [6.31340, 5.24196, 0.94601], [2.44876, 2.89969, -0.37779], [3.12172, 2.17113, -1.44060], [2.87446, 0.66431, -1.28257], [2.31524, 4.36621, 5.13230], [3.67427, 4.40706, 3.88781], [2.62500, 5.75268, 4.27688], [1.29840, 3.26433, 3.57464], [0.90393, 5.03804, 3.05009], [4.79268, 4.89396, -0.60546], [4.14559, 5.58339, 0.84585], [6.88124, 4.31953, 0.82447], [6.80951, 6.10061, 0.49358], [6.52492, 5.50512, 1.98241], [2.83810, 2.64569, -2.37999], [4.19472, 2.35094, -1.37397], [1.86321, 0.50712, -0.90737], [2.85840, 0.08661, -2.20674], [3.33769, 0.08552, -0.48349]], "forces_ev_per_angstrom": [[1.980, 0.155, -0.204], [-0.054, -0.205, -0.695], [0.083, 0.573, 0.530], [-0.553, -0.206, -1.154], [-2.169, -0.593, 2.422], [0.057, -0.866, -0.017], [0.275, 0.745, -0.088], [-0.463, 0.875, -0.297], [0.089, 0.065, 0.291], [0.356, -0.515, -0.023], [1.031, -0.385, -0.110], [-0.458, 0.424, -0.409], [-1.049, -0.701, 1.687], [0.044, -0.180, 0.759], [-0.436, 0.377, -0.628], [1.036, -5.173, -3.838], [-1.401, 2.269, 3.055], [1.377, 0.606, 4.782], [-0.591, 2.780, -2.534], [0.506, -3.020, -6.887], [-0.576, -2.089, 2.395], [0.669, 3.740, 0.903], [-0.500, 0.612, 1.023], [0.056, 1.507, -0.080], [0.797, -0.918, -0.268], [-0.049, 0.299, -0.201], [-0.392, 0.117, 0.039], [-2.166, -0.258, 0.539], [-1.234, 0.693, -0.231], [0.480, 0.244, 0.471], [2.679, -0.291, -1.039], [0.501, -0.494, -0.352], [-2.583, -1.064, -0.678], [0.282, 1.269, -0.652], [0.583, -0.938, -0.041], [-2.103, 2.455, 3.475], [-1.398, 1.286, -2.198], [1.938, -2.131, -1.231], [1.542, -0.679, 0.054], [0.392, 0.832, -0.203], [0.750, -0.177, 0.457], [0.446, -0.758, -0.045], [0.157, 0.335, -0.104], [-0.811, -0.543, 0.709], [0.788, -0.278, 0.301], [0.179, 0.163, -0.139], [-0.061, 0.106, 0.463], [1.599, 0.593, -3.258], [-0.039, 0.599, 4.292], [-0.268, 0.205, -0.188], [-1.702, 0.370, -0.618], [-0.223, 1.143, -0.453], [0.279, 0.046, 0.723], [-1.404, -1.822, 0.576], [1.028, 0.045, -0.876], [0.576, -0.071, 0.113], [0.417, -0.893, -0.827], [0.205, 0.266, 0.963], [-0.033, -0.087, -0.386], [0.584, 0.341, -0.027], [-0.361, -0.555, -0.137], [-0.743, -0.017, 0.187], [1.168, 2.376, -1.482], [-0.253, -1.899, 3.556], [-0.979, -0.004, -1.255], [-0.307, -1.467, -1.049], [-0.533, -0.222, 0.316], [-1.491, -0.372, -0.438], [1.211, 0.299, 0.539], [-0.162, 1.076, 1.201], [0.862, 2.690, -0.137], [0.124, -1.775, 0.835], [0.712, 1.011, -0.123], [-0.693, -0.242, -0.600], [0.301, -0.927, 0.370], [0.657, 0.414, 0.105], [0.209, -0.159, 0.320], [-0.446, 0.325, -0.659], [-1.130, -1.270, -1.258], [1.288, -0.386, 0.692], [-0.190, 0.455, -0.174], [0.169, -0.201, -0.723], [-0.149, -0.191, 0.196], [-0.668, 0.697, -0.174], [0.077, 0.350, -0.024], [-0.582, 0.119, -0.389], [0.225, 0.130, -0.434], [0.647, -0.864, 0.824], [-0.418, 1.080, 0.488], [2.221, 1.138, 1.044], [0.555, -2.837, -1.374], [0.566, 1.375, 0.580], [-0.068, 2.025, -0.935], [-1.624, -1.684, 1.512], [0.216, 1.480, -0.288], [0.280, -0.765, 0.321], [0.068, 0.185, 0.823], [1.058, -0.717, 0.839], [-1.846, -0.263, 0.021], [0.441, -0.600, 0.059], [-0.160, -0.425, 0.236], [0.183, 0.230, -0.518], [-0.756, -0.260, -1.396], [-0.657, -0.887, -0.220], [0.403, 0.306, -0.156], [-0.111, -0.192, 0.286], [0.444, 0.210, -0.429], [-0.393, -0.289, -0.973], [-1.134, -0.295, 0.494], [-0.591, -0.459, 0.129], [0.118, 0.187, 0.194], [-0.603, 0.502, -0.405], [0.525, 0.196, -0.076], [1.278, 0.574, -0.388]], "mulliken_charge": [-0.14, 0.19, 0.39, 0.39, 0.17, 0.16, 0.40, -0.35, 0.36, 0.43, 0.19, 0.31, 0.24, 0.40, 0.00, -0.62, 0.66, 0.49, -0.74, -0.74, 0.63, 0.12, -0.89, -0.69, -0.83, 0.24, 0.30, -0.05, 0.01, -0.45, 0.15, -0.57, -0.80, -0.84, -0.73, 0.84, -0.58, -0.69, 0.70, 0.43, 0.26, 0.39, 0.34, 0.34, 0.46, -0.74, 0.52, -1.18, 0.12, 0.62, 0.96, -0.65, -0.55, -0.53, 0.52, 0.33, 0.45, -0.15, 0.58, -1.08, 0.48, 0.12, -1.10, 0.67, 0.07, 0.73, -0.77, -0.37, -0.07, -1.00, -0.34, -0.44, -0.56, 0.26, 0.31, 0.21, -0.13, -0.13, 0.35, 0.06, 0.29, 0.38, 0.21, 0.40, 0.24, 0.22, 0.44, 0.05, -1.14, -0.03, -0.32, 0.90, -0.72, -0.42, -0.04, -1.28, -0.18, -0.73, -0.35, 0.39, 0.29, 0.32, 0.15, 0.33, 0.24, 0.30, 0.32, 0.37, 0.33, 0.48, 0.27, -0.15, 0.20, 0.37]}